No. 1
Here is a molecular structure, C35H42O5P2Pt at a distorted geometry from the OMol25 dataset. Energies are from wB97M-V/def2-TZVPD.

```
85
Properties=species:S:1:pos:R:3:forces:R:3
Pt 1.05598 -0.49534 1.21641 0.937 -0.675 -0.852
C 4.05104 -1.18808 0.64304 0.044 0.066 -0.040
C 3.75797 0.08123 -0.12662 0.060 -0.093 -0.056
O 2.71247 0.88275 0.50640 -0.355 0.013 0.159
C 3.29007 1.74493 1.53724 0.066 0.044 0.049
C 2.20510 2.61977 2.10119 -0.126 -0.083 -0.042
O 1.12252 1.81849 2.55238 -0.177 0.163 0.177
C 1.05333 1.51214 3.95244 0.028 -0.015 -0.079
C 2.03295 0.44340 4.40214 -0.096 -0.111 -0.033
O 1.93606 -0.72399 3.55105 0.097 -0.002 0.131
C 1.40628 -1.92663 4.11563 -0.015 0.120 -0.057
C 0.18194 -2.36277 3.33337 -0.034 -0.005 -0.040
O 0.36701 -2.31264 1.86579 -0.233 0.178 0.020
C 1.14221 -3.40883 1.25117 0.089 0.129 0.011
C 2.63335 -3.14317 1.28214 0.081 -0.056 0.060
O 2.79743 -1.87612 0.63451 -0.364 0.145 0.381
H 4.38004 -1.00265 1.66913 -0.028 -0.027 0.002
H 4.81916 -1.76345 0.12219 -0.023 -0.036 -0.011
H 3.38621 -0.17067 -1.11917 -0.030 -0.014 0.003
H 4.65164 0.69595 -0.22429 -0.006 0.023 -0.014
H 4.06067 2.35839 1.06926 0.006 -0.027 -0.049
H 3.74732 1.11053 2.29708 0.000 0.017 0.013
H 1.81058 3.26285 1.31197 0.002 0.048 0.024
H 2.60559 3.26155 2.88907 0.029 -0.034 0.033
H 0.03380 1.15751 4.11145 -0.009 0.034 -0.009
H 1.19498 2.42386 4.53801 0.034 -0.026 0.058
H 1.79452 0.16785 5.43006 0.053 0.035 0.039
H 3.06824 0.78175 4.38876 0.018 -0.002 -0.063
H 1.09121 -1.77598 5.14999 -0.006 -0.006 0.020
H 2.18731 -2.68532 4.12648 0.007 -0.028 -0.003
H -0.66173 -1.69826 3.51163 0.009 0.030 -0.032
H -0.10616 -3.38469 3.57949 -0.010 -0.009 -0.003
H 0.79646 -3.43902 0.21953 -0.038 -0.012 0.004
H 0.86621 -4.33175 1.75850 0.047 -0.005 0.043
H 3.14005 -3.93113 0.71984 0.025 0.022 -0.032
H 3.05008 -3.11590 2.28897 0.002 0.034 -0.001
C -1.73915 -0.63836 -0.70948 -0.266 -0.002 -0.068
P -0.89846 0.31651 0.62008 0.160 0.338 0.201
C -2.09047 0.59043 1.91089 -0.125 -0.067 -0.161
C -2.91069 -0.48314 2.28060 -0.057 0.032 -0.054
C -3.81709 -0.32411 3.31647 -0.014 -0.019 0.007
C -3.90527 0.89577 3.97870 -0.014 -0.018 0.006
C -3.08147 1.95672 3.61980 0.019 0.025 -0.035
C -2.16725 1.81114 2.58734 0.081 -0.012 0.152
C -0.81506 1.75672 -0.52758 -0.137 0.056 0.132
C 0.04539 1.48746 -1.67254 -0.195 -0.105 -0.034
C 0.09037 2.47288 -2.72346 0.057 0.115 -0.071
C -0.82117 3.49641 -2.76225 0.158 -0.014 -0.106
C -1.73819 3.62390 -1.72000 -0.065 0.097 0.015
C -1.73162 2.76824 -0.59797 0.091 -0.100 0.213
P -1.06831 -0.07894 -2.30728 0.383 0.248 -0.041
C -2.30757 0.46643 -3.42486 -0.006 -0.285 0.022
C -1.91153 0.71654 -4.75678 0.080 -0.075 0.197
C -2.86239 1.02388 -5.70168 -0.257 0.049 -0.006
C -4.21437 1.06939 -5.34127 0.068 -0.042 0.189
C -4.61211 0.80977 -4.02858 0.020 0.082 -0.284
C -3.66709 0.50825 -3.06546 0.112 0.142 -0.050
C 0.13320 -1.20201 -2.96383 -0.061 -0.141 -0.158
C 1.31475 -0.78307 -3.58274 -0.009 0.116 0.069
C 2.11292 -1.70825 -4.23303 0.011 -0.037 -0.018
C 1.73183 -3.04568 -4.28102 -0.033 -0.009 0.010
C 0.55175 -3.46662 -3.67548 0.071 0.047 -0.025
C -0.25281 -2.54936 -3.01947 -0.076 0.013 0.019
H -2.77051 -0.27810 -0.67291 -0.064 -0.187 0.020
H -1.73889 -1.72331 -0.61441 0.108 -0.006 0.004
H -2.85758 -1.43413 1.75822 -0.024 0.023 0.028
H -4.46377 -1.14365 3.60139 0.010 0.005 -0.005
H -4.62265 1.02060 4.77913 0.002 -0.003 0.008
H -3.15368 2.89946 4.14638 -0.006 -0.005 -0.013
H -1.50065 2.62899 2.34220 -0.002 0.010 -0.028
H 0.98301 0.97367 -1.45320 0.015 0.009 -0.021
H 0.85362 2.39798 -3.48996 -0.045 -0.038 -0.023
H -0.81579 4.21502 -3.57161 0.010 -0.001 0.005
H -2.46839 4.42581 -1.75589 -0.026 -0.021 -0.007
H -2.46162 2.91764 0.18611 -0.008 0.032 0.026
H -0.87069 0.64776 -5.05725 -0.018 -0.029 0.052
H -2.56565 1.21399 -6.72445 -0.020 -0.005 -0.001
H -4.95817 1.30046 -6.09385 -0.002 -0.012 0.029
H -5.65937 0.83537 -3.75850 0.002 0.004 -0.044
H -4.00872 0.30335 -2.06040 0.021 -0.016 0.014
H 1.61744 0.25887 -3.58040 -0.012 -0.042 0.007
H 3.02295 -1.38663 -4.72236 -0.008 0.000 0.005
H 2.35101 -3.76056 -4.80806 -0.009 0.003 0.011
H 0.24936 -4.50387 -3.73416 -0.003 0.008 0.006
H -1.19129 -2.88615 -2.59139 0.005 0.004 -0.002
```
Forces are in eV/Å.

E_HOMO (alpha / beta) = -19.5 / -19.5 eV
Total charge = +4
HOMO-LUMO gap (alpha / beta) = 6.255 / 6.256 eV


No. 2
Here is a molecular structure, C35H43Cl2CoN2O4PSSbSe from the OMol25 dataset. Energies are from wB97M-V/def2-TZVPD.

```
91
Properties=species:S:1:pos:R:3:forces:R:3
Co 0.51803 0.30372 0.04482 0.020 -0.032 0.335
C -2.21065 -0.15296 4.47156 0.004 -0.020 -0.010
C -1.01629 -0.78902 5.17152 0.007 0.002 0.014
C 0.31478 -0.34741 4.57175 -0.015 0.022 -0.008
S 0.50564 -0.98039 2.88710 -0.013 -0.052 -0.008
O 0.84412 0.25964 2.04297 0.034 0.104 0.038
C 2.05933 -1.87327 3.03208 0.005 0.020 -0.008
C 1.85882 -3.21946 3.72325 0.017 0.014 0.020
C 1.09575 -4.22236 2.86484 -0.011 0.002 -0.006
H -3.14593 -0.47600 4.92823 -0.002 -0.003 -0.002
H -2.24394 -0.41762 3.40955 -0.003 -0.004 -0.012
H -2.16656 0.93563 4.52928 -0.008 0.003 0.008
H -1.08879 -1.87998 5.14171 0.001 -0.002 0.004
H -1.01132 -0.51576 6.22791 -0.003 0.015 -0.005
H 1.17255 -0.66652 5.16320 -0.012 -0.031 -0.001
H 0.36152 0.73647 4.44727 0.025 -0.001 0.009
H 2.76548 -1.22201 3.54968 -0.003 0.011 -0.009
H 2.39012 -2.00175 1.99770 0.000 -0.025 0.004
H 1.35758 -3.07485 4.68510 -0.004 -0.009 -0.002
H 2.84795 -3.61050 3.96564 0.000 -0.004 -0.011
H 0.08485 -3.87793 2.63372 0.005 -0.004 -0.001
H 1.01194 -5.18114 3.37382 -0.003 -0.002 0.005
H 1.61896 -4.38954 1.92062 0.008 -0.002 0.006
Se 3.64852 1.26196 0.70936 0.026 -0.032 0.012
N 2.54069 0.35965 -0.38953 -0.092 -0.132 -0.033
C 3.28072 -0.47881 -1.10824 0.005 0.095 -0.102
C 2.80288 -1.35964 -2.12099 0.017 -0.006 0.024
C 3.69899 -2.14814 -2.76176 0.005 0.003 0.005
C 5.10344 -2.12115 -2.45990 -0.007 -0.009 -0.011
C 5.60368 -1.28829 -1.52138 -0.004 0.015 0.010
C 4.69665 -0.43215 -0.81752 -0.010 -0.016 -0.044
N 5.06754 0.43087 0.10683 -0.026 0.039 0.040
H 1.75270 -1.37891 -2.36784 -0.041 -0.014 -0.001
H 3.35114 -2.81877 -3.53643 -0.008 -0.015 -0.011
H 5.76429 -2.77514 -3.01199 0.002 0.000 0.001
H 6.65744 -1.23600 -1.28724 0.004 -0.002 -0.002
Cl 0.69001 2.95790 0.28628 -0.056 0.057 0.033
C -0.98582 3.19224 0.87530 0.090 -0.029 0.017
Cl -1.85947 4.26060 -0.21692 -0.018 0.016 -0.008
C -1.75599 1.86478 0.94628 -0.032 -0.012 -0.009
O -2.75073 1.86027 1.67508 -0.029 -0.103 -0.117
O -1.39039 0.90061 0.20739 0.098 0.068 -0.145
H -0.92306 3.65998 1.85149 -0.006 0.000 -0.006
O -0.04690 -1.53374 -0.41085 0.175 -0.040 -0.197
P -0.91374 -2.50176 -1.19473 -0.091 -0.004 0.143
C 0.03880 -3.73116 -2.07266 0.019 0.015 -0.015
C 0.67574 -4.73346 -1.33759 0.026 -0.001 0.005
C 1.47003 -5.66522 -1.98314 -0.007 0.003 0.004
C 1.62779 -5.60356 -3.36316 0.001 0.014 -0.007
C 0.99962 -4.60762 -4.09807 0.008 -0.007 0.010
C 0.20595 -3.66797 -3.45543 -0.014 -0.014 -0.003
C -1.98300 -3.36676 -0.03968 -0.029 0.034 -0.008
C -2.57557 -4.59071 -0.34477 0.017 -0.028 -0.002
C -3.43789 -5.18806 0.56324 -0.007 0.002 0.009
C -3.70129 -4.57391 1.78132 0.007 0.000 -0.008
C -3.10120 -3.36074 2.09549 0.004 0.003 -0.009
C -2.24681 -2.75532 1.18544 -0.019 0.006 -0.005
C -1.94531 -1.65613 -2.39885 0.012 -0.004 -0.015
C -2.97229 -2.34905 -3.04319 -0.015 -0.007 0.003
C -3.74205 -1.71701 -4.00542 0.004 0.008 -0.004
C -3.49442 -0.38796 -4.33115 0.002 -0.007 -0.001
C -2.47140 0.30457 -3.70000 0.000 -0.006 -0.005
C -1.69584 -0.32979 -2.73889 -0.012 0.030 0.006
H 0.54275 -4.78966 -0.26302 -0.010 0.002 -0.005
H 1.95654 -6.44702 -1.41572 0.003 -0.003 -0.001
H 2.23693 -6.34178 -3.86787 0.002 0.001 0.000
H 1.11803 -4.56790 -5.17258 0.000 -0.002 -0.003
H -0.29061 -2.89896 -4.03437 0.000 0.004 0.005
H -2.35063 -5.09330 -1.27824 0.004 0.007 -0.001
H -3.89364 -6.13987 0.32658 -0.001 -0.003 -0.001
H -4.36504 -5.04986 2.49095 -0.001 -0.001 0.002
H -3.29102 -2.89314 3.05407 -0.002 0.008 0.010
H -1.76216 -1.81743 1.42474 -0.009 0.005 0.000
H -3.17467 -3.38485 -2.79781 0.004 0.004 0.003
H -4.53247 -2.26068 -4.50550 0.000 0.000 -0.002
H -4.09365 0.10244 -5.08676 -0.001 0.004 0.000
H -2.26678 1.33426 -3.96262 -0.003 0.000 -0.003
H -0.89800 0.22295 -2.26071 0.012 -0.013 0.015
C -4.71699 1.74697 -0.68520 -0.053 -0.006 -0.030
Sb -4.35142 0.09785 0.57610 0.016 0.110 0.105
C -5.32549 -1.51731 -0.43254 -0.031 -0.025 -0.011
C -5.50317 0.41010 2.31798 -0.034 0.000 -0.004
H -5.71101 1.62437 -1.11573 0.002 0.011 -0.006
H -3.97567 1.76969 -1.48113 0.014 -0.011 0.005
H -4.66541 2.65991 -0.09826 0.005 -0.003 0.008
H -6.39302 -1.40239 -0.23860 -0.002 -0.004 -0.004
H -4.97590 -2.47618 -0.05720 0.014 0.006 0.015
H -5.12217 -1.42873 -1.49684 0.010 -0.004 -0.011
H -6.49274 0.74638 2.00743 -0.005 -0.005 0.011
H -5.01902 1.17478 2.91857 0.007 0.002 -0.004
H -5.59350 -0.51785 2.87790 0.011 -0.006 -0.006
```
Forces are in eV/Å.

Energy above the lowest of the compared OMol25 structures with the same formula, charge and spin = 0.0000 eV
2S+1 = 5
E_HOMO (alpha / beta) = -13.4 / -13.8 eV
Total charge = +2
HOMO-LUMO gap (alpha / beta) = 7.722 / 6.962 eV